Entry from OMol25: a molecular structure, C34H62Cl22Mg3O12 in a non-equilibrium geometry (ωB97M-V/def2-TZVPD).

Frontier orbital gap   10.14 eV
E   -352679.36548 eV

ORCA input file:
```
! wB97M-V def2-TZVPD RIJCOSX def2/J DEFGRID3
* xyz 0 1
Cl 0.560 1.768 -3.866
Cl 3.367 1.241 -8.137
Cl -4.623 -6.412 -0.085
Cl -1.294 -4.433 -4.857
Cl 7.572 2.168 -2.248
Cl -3.292 0.889 3.065
Cl -2.564 -1.813 0.661
Cl -3.284 3.558 4.757
Cl -4.249 0.953 -1.511
Cl -1.184 -7.553 -1.719
Cl -6.225 -3.427 1.995
Cl -3.129 -1.862 -3.828
Cl 5.081 1.408 -0.141
Cl 5.752 -1.310 -3.097
Cl 5.499 2.169 -5.631
Cl -1.560 4.966 -1.827
Cl 2.261 -1.251 -3.466
Cl -5.333 3.789 0.164
Cl -0.031 -3.628 -0.412
Cl -2.434 7.959 1.998
Cl -1.577 3.809 1.897
Cl -5.659 -4.232 -2.056
Mg 2.178 2.237 2.247
Mg 2.455 -1.621 2.748
Mg -0.824 0.261 3.531
O 2.166 -3.543 2.686
O 3.684 1.505 3.169
O 1.791 4.166 2.261
O 2.162 3.164 0.534
O 3.684 -2.769 1.418
O 3.546 -0.552 3.932
O -0.765 1.616 5.037
O -1.365 -1.447 4.239
O -0.239 0.341 1.595
O 1.817 -0.066 1.449
O 0.885 1.719 3.784
O 0.726 -1.363 3.948
C -0.520 -5.321 -0.146
C -0.197 -6.080 -1.444
C 0.710 0.014 0.889
C -4.647 3.206 3.606
C 2.991 -3.774 1.784
C 4.803 2.133 -1.789
C 1.906 4.297 1.067
C -0.258 -2.062 4.367
C -1.568 5.518 2.239
C 1.051 3.025 5.783
C 1.680 5.578 0.175
C -4.888 1.687 3.510
C 4.001 1.174 -5.552
C -6.364 2.459 -0.526
C -4.285 -2.115 0.759
C -1.310 -1.858 -3.772
C 2.944 1.706 -6.503
C -4.297 -6.436 -1.827
C 3.231 -5.121 1.126
C 5.960 2.989 -2.229
C 3.298 -2.199 -2.356
C -2.488 6.370 1.279
C -4.466 -3.032 1.962
C -0.132 -3.477 4.861
C -5.682 1.909 -1.817
C 0.511 -0.120 -0.611
C 4.152 0.537 3.807
C 0.113 3.353 -3.146
C 5.602 0.641 4.294
C 4.582 -2.588 -2.998
C -4.046 -4.999 -2.269
C 0.330 2.110 4.839
C -0.818 -2.697 -4.952
C -1.233 3.339 -2.449
H 5.139 -3.376 -2.491
H 0.489 3.504 6.585
H -0.182 -5.359 -2.262
H -7.360 2.831 -0.765
H 5.847 -0.173 4.976
H -6.471 1.656 0.204
H -0.026 -1.032 -0.870
H -5.246 1.212 4.424
H 4.335 0.161 -5.780
H -2.108 6.499 0.265
H 0.012 0.745 -1.048
H 1.599 3.803 5.253
H -6.274 1.227 -2.427
H 3.627 1.025 -4.539
H -3.745 -4.933 -3.315
H 5.711 1.571 4.853
H -5.645 1.439 2.767
H 6.290 0.659 3.448
H -5.520 3.697 4.036
H -1.283 2.581 -1.666
H 6.097 3.739 -1.451
H 3.820 2.597 -1.717
H -0.540 5.879 2.246
H 0.812 -6.490 -1.455
H -1.150 -2.450 -5.961
H 0.624 5.814 0.308
H 2.313 -5.701 1.223
H -1.903 5.586 3.274
H 4.488 -2.960 -4.018
H 1.524 -0.173 -1.012
H -3.292 -4.376 -1.787
H 0.906 3.477 -2.408
H -4.075 -2.666 2.912
H 4.752 1.334 -2.528
H 3.416 -1.523 -1.510
H -4.358 3.610 2.635
H 4.023 -5.719 1.577
H -4.577 -2.525 -0.208
H -4.733 -1.123 0.815
H 0.075 4.108 -3.930
H -5.091 -6.922 -2.394
H -0.440 -3.424 5.905
H 0.266 -2.598 -4.899
H -1.041 -2.389 -2.858
H 3.079 2.787 -6.486
H -5.359 2.774 -2.396
H 2.367 6.361 0.496
H -3.974 -3.980 1.744
H 2.778 -3.128 -2.122
H 3.578 -5.107 0.093
H 1.896 2.452 6.165
H 0.891 -3.853 4.876
H 5.734 3.530 -3.148
H -1.972 3.170 -3.231
H -0.945 -0.831 -3.795
H -1.543 -5.270 0.226
H -3.530 -7.169 -2.080
H -0.789 -4.178 4.346
H 1.865 5.410 -0.886
H -3.531 6.056 1.227
H 0.145 -5.691 0.635
H 1.984 1.252 -6.259
*
```

***

Entry from OMol25: a molecular structure, C34H62FNO15Si2 (ωB97M-V/def2-TZVPD).

Frontier orbital gap   8.79 eV
E   -86943.66713 eV

ORCA input file:
```
! wB97M-V def2-TZVPD RIJCOSX def2/J DEFGRID3
* xyz 0 1
Si -1.206 2.215 -2.444
Si -0.611 -0.214 -0.871
F 0.522 0.015 -4.123
O -2.649 2.826 -2.972
O 1.977 6.747 -2.771
O -5.280 -4.767 2.769
O 0.468 -4.635 3.109
O -1.500 0.660 -1.955
O 0.001 1.315 2.953
O 2.512 -4.267 2.288
O -3.754 -3.220 3.271
O -6.420 -1.947 -1.570
O 7.786 -2.019 -1.711
O 4.751 0.660 -0.574
O 6.893 -3.968 -2.343
O -2.162 1.715 2.566
O 0.465 7.039 -1.152
O 2.149 1.478 -4.033
N -5.465 0.468 -2.345
C -0.868 -4.787 2.596
C -5.234 -1.551 -0.880
C 8.978 -3.938 -1.071
C -4.335 1.064 -3.061
C -5.267 -1.958 0.600
C 1.337 -4.366 2.103
C 4.035 1.859 -0.828
C -1.488 -0.334 3.711
C 1.127 7.421 -2.274
C -0.872 -4.044 1.266
C 0.975 1.279 -4.059
C -3.865 2.349 -2.389
C -6.331 -5.480 3.449
C 9.463 -2.755 -0.232
C 4.547 -1.696 -1.057
C 7.761 -3.372 -1.780
C 0.799 0.237 3.475
C -0.136 -0.539 4.396
C 8.990 -1.570 -1.068
C -4.617 -3.967 3.632
C 2.543 1.694 -0.541
C 0.572 -4.235 0.797
C -1.314 1.008 3.025
C -0.133 2.245 -4.001
C -0.571 7.987 -0.834
C -5.919 -5.490 4.917
C -0.148 9.285 -1.514
C -0.532 3.319 -1.109
C 1.822 2.963 -0.075
C 0.595 8.763 -2.744
C 0.979 3.640 -1.174
C -5.159 -4.169 5.034
C 4.644 -0.296 -1.621
C -5.110 -0.043 -1.020
H 0.542 9.831 -0.870
H 4.469 2.635 -0.202
H 8.952 -2.753 0.732
H 9.705 -4.232 -1.829
H 4.180 2.128 -1.878
H -6.764 -5.584 5.595
H -4.619 1.311 -4.083
H 8.700 -4.808 -0.484
H 9.710 -1.295 -1.841
H 1.414 9.400 -3.065
H 1.152 -0.366 2.635
H -5.732 0.436 -0.260
H 8.752 -0.690 -0.476
H 5.167 -1.803 -0.170
H -0.819 2.058 -4.828
H 2.442 0.880 0.176
H -2.328 -0.300 4.397
H -6.312 -1.943 0.905
H -0.781 2.955 -0.110
H -1.067 -2.986 1.440
H -4.365 -2.039 -1.334
H -1.681 -1.085 2.943
H -3.494 0.368 -3.122
H -3.762 2.218 -1.312
H -1.072 -5.854 2.477
H -5.826 -0.293 -2.904
H 10.535 -2.744 -0.046
H 0.707 -5.159 0.232
H -4.752 -1.212 1.204
H -1.568 -1.063 -0.121
H -5.818 -3.331 5.265
H -1.093 4.248 -1.220
H -4.077 0.194 -0.767
H 1.659 0.664 3.984
H -0.074 8.584 -3.586
H 0.959 -3.402 0.216
H 4.909 -2.411 -1.793
H -1.516 7.603 -1.222
H 1.088 4.717 -1.087
H 3.778 -0.098 -2.256
H -7.268 -4.944 3.283
H -1.626 -4.414 0.575
H 0.086 0.638 0.106
H 1.415 3.381 -2.138
H -0.148 -0.077 5.384
H 5.527 -0.222 -2.262
H -0.988 9.938 -1.740
H 1.159 2.696 0.750
H 2.522 3.689 0.336
H -0.639 8.067 0.248
H 0.334 -1.123 -1.549
H -6.409 -6.471 3.012
H -4.345 -4.192 5.753
H -6.417 -2.906 -1.633
H -1.566 -4.367 3.314
H -4.633 3.110 -2.531
H 2.066 1.359 -1.463
H 0.155 -1.580 4.513
H -4.827 -2.934 0.775
H -5.241 -6.324 5.104
H 0.275 3.246 -4.123
H 3.523 -1.972 -0.806
*
```